A cluster of 2 separate species, C3H11N2O2 in total at a distorted geometry. Source: the Open Molecules 2025 dataset; level of theory: ωB97M-V with the def2-TZVPD basis set.

```
! RIJCOSX wB97M-V def2-TZVPD def2/J DEFGRID3
* xyz 1 1
C -0.073 -0.477 -0.936
C -0.381 0.275 0.310
C -1.274 -0.553 1.107
N -1.340 -0.309 2.446
O -1.952 -1.442 0.586
N 1.013 -0.128 -1.903
H -1.017 -0.628 -1.547
H 0.350 -1.489 -0.540
H 0.667 0.327 0.839
H -0.503 1.416 -0.018
H -1.051 0.529 2.824
H -1.656 -1.123 2.985
H 1.981 -0.332 -1.751
H 1.099 0.917 -1.956
H 0.837 -0.342 -2.939
H 2.791 2.789 -0.684
H 3.426 1.629 -1.403
O 2.669 1.929 -0.898
*
```

The gap between HOMO and LUMO is 9.758 eV. The LUMO energy comes out at -3.7 eV.

List of natural (NBO) charges in e, atom by atom: atom 1 (C): -0.22, atom 2 (C): -0.53, atom 3 (C): 0.64, atom 4 (N): -0.80, atom 5 (O): -0.58, atom 6 (N): -0.69, atom 7 (H): 0.26, atom 8 (H): 0.23, atom 9 (H): 0.24, atom 10 (H): 0.26, atom 11 (H): 0.40, atom 12 (H): 0.43, atom 13 (H): 0.44, atom 14 (H): 0.46, atom 15 (H): 0.46, atom 16 (H): 0.49, atom 17 (H): 0.48, atom 18 (O): -0.96